Computed, not measured: a molecular structure, C10H7ClSi at a distorted geometry, with ωB97M-V/def2-TZVPD.

Calculated values
highest occupied orbital energy = -9.774 eV
calculated total energy = -1134.7947 Eh
relative energy (zero: lowest compared OMol25 entry of this formula, charge and spin) = 123.43 kJ/mol

Geometry as ORCA input:
```
! wB97M-V def2-TZVPD RIJCOSX def2/J DEFGRID3
* xyz 0 1
H 2.908 -1.973 -3.788
C -2.329 0.917 0.696
Cl 2.714 -0.991 1.588
C 2.353 1.599 -0.062
C -0.806 -1.392 0.578
C -2.134 -1.473 0.904
C 1.957 -1.150 -2.001
H 2.809 3.905 -0.013
C -0.962 1.007 0.246
C 2.636 -1.568 -2.899
H -2.614 -2.411 0.910
Si 1.684 -0.138 0.148
C -0.258 -0.156 0.286
H -0.155 -2.321 0.562
H -0.562 2.028 0.235
H -3.918 -0.334 1.238
H -2.872 1.916 0.574
C -2.941 -0.286 0.864
C 2.492 2.820 -0.064
*
```

Table of Mulliken atomic charges, one value per atom, all in e: H 0.452; C -0.364; Cl -0.208; C -0.734; C -0.442; C -0.562; C -1.056; H 0.336; C -0.280; C 0.274; H 0.379; Si 0.713; C 0.634; H 0.208; H 0.255; H 0.415; H 0.258; C -0.532; C 0.253